Density functional theory data (the ωB97M-V functional and the def2-TZVPD basis) for C42H57BiGeNO3S as an isolated structure at a distorted geometry.

- DFT total energy: -125275.39982 eV
- Relative energy (zero: lowest compared OMol25 entry of this formula, charge and spin): 183.9 kJ/mol
- HOMO (spin up / spin down): -16.0 / -15.9 eV
- Total charge: +3
- Kohn-Sham gap (spin up / spin down): 0.1996 / 0.1859 Ha

```
106
Properties=species:S:1:pos:R:3:mulliken_charge:R:1
Bi -0.155 -0.789 1.650 2.092
C 2.578 -1.988 -5.727 -2.206
C 1.312 -1.437 -5.065 1.755
C 0.102 -2.270 -5.549 -1.460
C 1.119 0.022 -5.523 -1.404
C 1.351 -1.517 -3.553 -1.310
C 0.364 -0.958 -2.772 0.385
C 0.401 -1.041 -1.372 0.637
N -0.479 -0.469 -0.539 -0.294
C -1.405 0.494 -0.764 -0.469
C -2.211 0.607 -1.899 -0.923
C -2.932 1.758 -2.134 -0.875
C -2.803 2.810 -1.198 -0.120
C -2.100 2.728 -0.011 -0.622
C -1.437 1.509 0.271 1.791
O -0.764 1.285 1.378 -0.964
C -1.979 3.941 0.910 2.225
C -0.493 4.325 0.974 -1.415
C -2.753 5.151 0.378 -2.281
C -2.503 3.598 2.309 -1.487
C -3.807 1.882 -3.363 1.954
C -4.469 3.255 -3.496 -2.201
C -2.918 1.661 -4.607 -1.528
C -4.898 0.799 -3.312 -1.595
C 1.567 -1.640 -0.704 1.096
O 1.614 -1.602 0.588 -1.446
C 2.600 -2.175 -1.512 -0.717
C 2.421 -2.158 -2.880 0.187
C 3.938 -2.696 -0.998 2.041
C 4.089 -2.701 0.524 -2.203
C 4.166 -4.130 -1.498 -1.811
C 5.022 -1.765 -1.575 -1.658
H 2.484 -1.909 -6.807 0.453
H 2.732 -3.041 -5.496 0.429
H 3.457 -1.416 -5.435 0.447
H 0.050 -2.239 -6.635 0.453
H -0.826 -1.874 -5.146 0.246
H 0.208 -3.306 -5.235 0.400
H 1.131 0.060 -6.609 0.492
H 1.931 0.647 -5.155 0.379
H 0.174 0.439 -5.186 0.127
H -0.433 -0.408 -3.238 0.416
H -2.282 -0.235 -2.568 1.151
H -3.313 3.729 -1.419 0.801
H -0.110 4.530 -0.023 0.330
H 0.101 3.535 1.425 0.179
H -0.377 5.225 1.571 0.471
H -2.379 5.471 -0.592 0.445
H -2.621 5.981 1.066 0.458
H -3.821 4.955 0.309 0.467
H -1.942 2.779 2.751 0.123
H -3.554 3.323 2.261 0.343
H -2.408 4.460 2.961 0.507
H -3.728 4.043 -3.610 0.442
H -5.120 3.483 -2.655 0.486
H -5.085 3.257 -4.392 0.442
H -2.064 2.335 -4.588 0.364
H -3.501 1.882 -5.496 0.558
H -2.565 0.636 -4.680 0.281
H -5.517 0.936 -2.429 0.398
H -4.472 -0.200 -3.285 0.341
H -5.534 0.874 -4.189 0.436
H 3.178 -2.616 -3.492 0.525
H 3.397 -3.397 0.993 0.407
H 3.939 -1.712 0.951 0.278
H 5.098 -3.022 0.771 0.667
H 3.375 -4.793 -1.154 0.398
H 5.111 -4.499 -1.107 0.479
H 4.220 -4.186 -2.580 0.379
H 4.812 -0.723 -1.340 0.361
H 5.092 -1.860 -2.655 0.426
H 5.988 -2.029 -1.155 0.452
C -3.052 -3.485 3.735 -1.023
S -3.232 -1.886 2.893 0.542
C -4.716 -2.270 1.941 -1.061
O -2.128 -1.925 1.788 -0.804
H -3.930 -3.631 4.361 0.477
H -2.170 -3.469 4.370 0.275
H -2.968 -4.289 3.011 0.364
H -5.537 -2.429 2.638 0.477
H -4.548 -3.156 1.334 0.354
H -4.947 -1.424 1.298 0.322
Ge 0.802 -0.569 4.173 0.259
C 0.535 1.317 4.670 0.598
C -0.356 1.554 5.719 -0.427
C -0.413 2.816 6.284 -0.704
C 0.387 3.835 5.790 -0.545
C 1.267 3.597 4.743 -0.727
C 1.348 2.336 4.180 -0.036
C 2.477 -1.601 4.245 0.658
C 2.462 -2.836 4.898 -0.424
C 3.655 -3.504 5.107 -0.661
C 4.848 -2.962 4.649 -0.578
C 4.862 -1.725 4.019 -0.634
C 3.680 -1.038 3.815 -0.264
H -0.344 -1.410 4.800 -0.116
H -0.979 0.755 6.099 0.421
H -1.077 3.000 7.115 0.451
H 0.322 4.821 6.222 0.460
H 1.901 4.390 4.379 0.475
H 2.039 2.149 3.368 0.369
H 1.532 -3.254 5.260 0.393
H 3.658 -4.448 5.633 0.449
H 5.769 -3.506 4.785 0.463
H 5.798 -1.295 3.697 0.461
H 3.690 -0.066 3.338 0.325
```